Record 1
46
Properties=species:S:1:pos:R:3 method="wB97M-V/def2-TZVPD" orbital_gap_ev=8.6635 relative_energy_ev=4.045 smiles=COCCCCc1cccc2nc(OC#N)cnc12.CCCC#N total_charge=0 lumo_energy_ev=-0.6 max_force_ev_per_a=0.973 multiplicity=1
C 0.67172 1.29857 -2.16006
O -0.50298 1.83235 -2.74259
C -1.12241 1.04405 -3.72977
C -2.39901 0.33117 -3.22773
C -2.41982 0.03802 -1.71472
C -2.69663 -1.44048 -1.35452
C -1.43359 -2.24818 -1.41905
C -0.98746 -2.82339 -2.59036
C 0.24604 -3.50673 -2.66578
C 1.05140 -3.62449 -1.56035
C 0.63047 -3.05463 -0.34293
N 1.44245 -3.15232 0.75486
C 0.99977 -2.59550 1.81755
O 1.79451 -2.72802 2.98768
C 2.38315 -1.62945 3.36186
N 2.90609 -0.67700 3.72515
C -0.23977 -1.92212 1.93717
N -1.02537 -1.81214 0.90997
C -0.61507 -2.37308 -0.26551
H 1.53334 1.92585 -2.39001
H 0.86941 0.27898 -2.50326
H 0.56315 1.27845 -1.07531
H -0.42151 0.30513 -4.13157
H -1.38330 1.70505 -4.55907
H -3.26265 0.94658 -3.47805
H -2.50416 -0.60008 -3.78480
H -3.17137 0.66075 -1.23473
H -1.45590 0.28670 -1.28280
H -3.09996 -1.47982 -0.34567
H -3.44173 -1.86886 -2.02659
H -1.59913 -2.76156 -3.48092
H 0.56591 -3.94687 -3.60034
H 2.00306 -4.13668 -1.59561
H -0.54117 -1.50050 2.88890
C 0.56581 2.27188 4.12007
C 1.78778 3.18137 4.11426
C 1.79382 4.15079 2.92617
C 1.82043 3.44040 1.64844
N 1.85368 2.85870 0.66353
H 0.54294 1.63691 3.23361
H 0.57830 1.61731 4.99079
H -0.35626 2.85642 4.14652
H 2.69734 2.57916 4.09391
H 1.81395 3.76997 5.03286
H 2.66317 4.80816 2.96176
H 0.90157 4.77920 2.94705

Record 2
64
Properties=species:S:1:pos:R:3 method="wB97M-V/def2-TZVPD" orbital_gap_ev=9.5132 relative_energy_ev=1.176 total_charge=0 lumo_energy_ev=-0.3 max_force_ev_per_a=4.754 multiplicity=1
C 4.32746 -5.48396 -7.84403
N 3.70851 -5.72645 -6.55011
O 3.47112 -6.90041 -6.18472
O 3.18076 -4.72747 -6.01643
H 4.63917 -4.43950 -7.85258
H 3.79384 -5.75703 -8.75439
H 5.18351 -6.15678 -7.79328
C 7.38237 4.16508 0.58102
C 6.83188 3.60004 1.78581
C 6.08142 2.43694 1.77271
C 5.96098 1.76338 0.56444
C 6.55872 2.19764 -0.60582
C 7.28088 3.35809 -0.62123
N 5.18960 0.45553 0.50929
O 5.10557 -0.27455 1.49516
O 4.75716 0.01023 -0.54851
H 7.88947 5.11861 0.58558
H 7.05504 4.01183 2.75896
H 5.65537 2.02961 2.67769
H 6.48332 1.56364 -1.47688
H 7.86802 3.59551 -1.49605
C -3.34841 -1.59207 -3.76024
C -2.12149 -2.24665 -3.73232
C -1.31252 -2.03690 -2.63849
C -1.60941 -1.04935 -1.69677
C -2.86961 -0.41111 -1.71490
C -3.70419 -0.68419 -2.77665
N -0.65887 -0.72659 -0.59441
O -0.77774 0.30722 -0.03407
O 0.10628 -1.57071 -0.23342
H -4.02852 -1.86154 -4.55475
H -2.06934 -3.02373 -4.48055
H -0.32790 -2.47602 -2.57451
H -3.20883 0.30513 -0.98118
H -4.73464 -0.36247 -2.80936
C -6.03508 4.99304 7.89590
C -7.19944 5.09281 7.20547
C -7.40305 4.24095 6.13193
C -6.43671 3.26149 5.74246
C -5.18772 3.17134 6.49652
C -5.09811 4.04665 7.57315
N -6.58393 2.41977 4.49247
O -5.66122 1.77587 4.13093
O -7.62648 2.46889 3.88121
H -5.88784 5.69954 8.69938
H -7.93611 5.86456 7.37315
H -8.29156 4.26793 5.51857
H -4.43899 2.44332 6.22123
H -4.22954 3.86124 8.18763
C -1.98719 -5.78800 1.16697
Br -3.02053 -7.41436 0.83702
Br -0.44127 -6.08813 2.37419
Br -3.18223 -4.54514 2.06335
H -1.57264 -5.32085 0.27367
C -2.77187 5.57737 -3.60923
Br -1.27908 4.63725 -4.42677
Br -2.28231 7.51771 -3.31787
Br -3.33261 4.88827 -1.84558
H -3.48452 5.52584 -4.43237
C 4.62427 -5.87431 -0.67058
Br 3.58342 -7.49663 -1.03251
Br 6.03486 -5.70803 -1.87063
Br 5.39944 -5.93997 1.16740
H 3.98906 -4.98938 -0.63211

Record 3
23
Properties=species:S:1:pos:R:3 method="wB97M-V/def2-TZVPD" orbital_gap_ev=9.5451 relative_energy_ev=1.600 smiles=CN(C)CCCCO total_charge=0 lumo_energy_ev=0.9 max_force_ev_per_a=1.004 multiplicity=1
C -2.45058 -0.72427 0.41447
N -1.38604 -0.10898 -0.36214
C -1.93916 0.54685 -1.53497
C -0.57802 0.81778 0.41393
C 0.39130 0.08564 1.34669
C 1.31017 -0.94080 0.68241
C 1.94728 -0.44158 -0.58892
O 2.84698 0.60952 -0.23585
H -3.30538 -0.07215 0.63359
H -2.83720 -1.58706 -0.11301
H -2.00347 -1.19742 1.27109
H -2.47380 -0.20593 -2.11305
H -1.11523 0.87552 -2.17709
H -2.58719 1.39997 -1.29456
H -1.13107 1.52452 1.05383
H 0.01207 1.37568 -0.29354
H -0.24823 -0.39142 2.09341
H 0.95999 0.81880 1.92354
H 2.11721 -1.14683 1.39110
H 0.76692 -1.85246 0.49034
H 1.20997 -0.07339 -1.30963
H 2.47090 -1.23623 -1.14095
H 3.10340 1.07787 -1.03307

Record 4
10
Properties=species:S:1:pos:R:3 method="wB97M-V/def2-TZVPD" orbital_gap_ev=8.0538 relative_energy_ev=0.755 total_charge=0 lumo_energy_ev=-1.5 max_force_ev_per_a=1.691 multiplicity=1
C 0.01323 -2.09373 1.63994
C 1.02085 1.02560 -2.00844
C -0.22243 0.23018 0.52929
N 0.69537 -2.56476 2.42843
N 0.45295 1.75808 -2.69442
S -1.14711 1.59849 0.02560
S -0.99202 -1.35964 0.50258
S 1.68304 -0.01262 -0.92184
H 0.37945 0.42888 1.40454
H -1.88332 0.98954 -0.90568

Record 5
64
Properties=species:S:1:pos:R:3 method="wB97M-V/def2-TZVPD" orbital_gap_ev=4.5111 relative_energy_ev=0.000 total_charge=-2 lumo_energy_ev=3.0 max_force_ev_per_a=0.394 multiplicity=1
Ir 0.20379 -0.02907 0.05508
C -0.84790 -0.45080 -4.40588
C 0.59837 -0.17295 -4.14487
N 1.45792 -0.23256 -5.12624
C 2.77333 -0.04439 -4.84416
C 3.25835 0.17726 -3.58661
C 4.74669 0.31349 -3.41598
O 5.15856 1.61743 -2.98167
C 2.34851 0.25064 -2.48960
C 2.90543 0.46516 -1.16822
N 2.31599 0.34044 -0.03294
C 3.04025 0.65920 1.17048
C 4.32976 1.20472 1.17380
C 4.96214 1.53232 2.36088
C 4.32283 1.32086 3.57668
C 3.05605 0.76252 3.57773
C 2.40643 0.43212 2.39203
I 0.56809 -0.70692 2.52195
C 0.97697 0.12060 -2.78097
O 0.00122 0.24887 -1.95128
H -0.97786 -0.74834 -5.44371
H -1.46024 0.42835 -4.19193
H -1.19788 -1.23778 -3.73442
H 3.45317 -0.10914 -5.68749
H 5.22903 0.07221 -4.36710
H 5.12986 -0.38317 -2.66886
H 4.59294 2.25372 -3.43150
H 3.94855 0.75478 -1.18470
H 4.86714 1.40130 0.25507
H 5.95634 1.96073 2.33000
H 4.80929 1.58323 4.50881
H 2.54997 0.56900 4.51905
N -0.10649 7.48412 0.64575
C -0.09010 6.33751 0.58063
C -0.06985 4.89413 0.48475
C -0.05770 4.10841 1.62758
C -0.00750 2.73106 1.48234
N 0.01436 2.13347 0.28876
C -0.02568 2.89489 -0.80828
C -0.05479 4.27708 -0.75778
H -0.08576 4.55187 2.61236
H -0.00480 2.07789 2.34394
H -0.03183 2.35506 -1.74550
H -0.07637 4.85696 -1.66938
Se -3.19113 -3.71860 -0.78308
Sb -1.22799 -3.81037 0.66445
Se 0.66032 -2.39208 -0.43440
Se -0.18230 -5.98110 0.97230
Se -1.66861 -2.63172 2.83610
C -1.90572 -0.18644 -0.02664
C -2.60502 0.93197 0.64149
C -2.75611 0.98296 2.03630
C -3.32088 2.07475 2.66426
C -3.75765 3.17122 1.91456
C -3.64026 3.13500 0.52407
C -3.08224 2.02899 -0.09044
C -4.32679 4.32116 2.56426
N -4.77958 5.24490 3.08312
H -2.15862 -0.19540 -1.08939
H -2.23725 -1.13398 0.39197
H -2.42433 0.13008 2.61665
H -3.42837 2.08881 3.74187
H -3.98785 3.97593 -0.06388
H -2.99235 2.00781 -1.17309

Record 6
18
Properties=species:S:1:pos:R:3 method="wB97M-V/def2-TZVPD" orbital_gap_ev=9.9226 relative_energy_ev=5.990 smiles="CCO/C(=N/C)NO" total_charge=0 lumo_energy_ev=0.8 max_force_ev_per_a=4.889 multiplicity=1
C -1.90107 -0.05185 -2.34383
C -1.34459 0.28401 -0.99872
O -0.13521 -0.48695 -0.84408
C 0.40515 -0.04068 0.35089
N 0.02315 0.78376 1.18717
C 0.91314 0.97477 2.26257
N 1.58101 -0.69034 0.56453
O 1.85243 -1.99091 0.15768
H -2.59268 -1.07882 -2.19809
H -0.99967 -0.37704 -3.01424
H -2.55071 0.97363 -2.68051
H -2.02681 0.05351 -0.13829
H -0.85926 1.32984 -0.75087
H 0.91595 -0.07136 2.76422
H 0.51015 1.74418 2.86296
H 1.99714 1.06301 1.90433
H 1.81885 -0.59516 1.58589
H 2.39303 -1.82357 -0.67161

Looking at HOMO level for the records above, in order, we have -9.29; -9.85; -8.62; -9.57; -1.52; -9.13 eV.